(1)
Entry from OMol25: C34H39ClN4O2P2Pb as an isolated structure at a distorted geometry (wB97M-V/def2-TZVPD).

Summary:
energy above the lowest of the compared OMol25 structures with the same formula, charge and spin = 47.8 kJ/mol
LUMO level (alpha / beta) = -7.0 / -7.0 eV
orbital gap (alpha / beta) = 5.865 / 5.867 eV
total charge = +2

XYZ file:
```
83
Properties=species:S:1:pos:R:3:forces:R:3
Pb 0.059 -1.900 -1.613 -2.76 -1.36 -0.65
C 3.934 -2.338 -2.464 0.81 -0.01 0.58
C 4.209 -1.336 -1.623 0.72 -0.36 -0.70
C 4.380 0.100 -2.016 0.36 0.02 0.03
C 3.396 0.674 -3.046 0.64 1.12 0.24
C 2.024 0.109 -3.122 -1.00 -0.02 -0.97
C 1.605 -1.079 -3.617 -0.73 1.35 -1.55
C 2.377 -2.096 -4.386 0.36 -0.83 0.44
C 3.843 -2.239 -3.944 -0.32 -0.30 -0.62
C -2.354 -1.450 -0.674 0.66 -0.35 0.79
H 3.894 -3.360 -2.086 0.09 0.13 0.06
H 4.564 -1.559 -0.622 -0.47 -0.18 0.23
H 5.399 0.297 -2.386 -0.17 -0.25 0.09
H 4.336 0.692 -1.107 -0.15 0.18 0.23
H 3.266 1.736 -2.767 0.10 -0.34 -0.18
H 3.896 0.746 -4.022 -0.40 -0.39 0.02
H 1.260 0.902 -3.034 0.14 -0.88 0.18
H 0.509 -1.196 -3.830 0.87 0.70 -0.16
H 2.349 -1.858 -5.462 -0.27 0.05 0.34
H 1.880 -3.079 -4.261 0.15 0.34 -0.17
H 4.206 -3.185 -4.372 0.05 0.35 0.10
H 4.472 -1.446 -4.368 -0.19 -0.08 0.27
H -2.610 -2.450 -0.260 0.32 0.44 -0.45
H -3.094 -1.176 -1.425 0.37 -0.05 -0.23
H -2.427 -0.723 0.149 0.12 -0.37 -0.54
P -1.247 1.443 -1.004 -1.08 1.73 -1.99
P 0.179 0.060 2.086 0.22 -1.24 1.30
N -1.311 1.469 -2.843 0.58 -0.86 0.72
N -1.688 3.129 -0.857 -0.04 0.22 0.61
N 0.716 -1.389 1.410 0.13 -0.84 -0.31
N 1.015 0.149 3.517 -0.26 0.39 -0.35
C 0.557 1.500 -0.519 0.46 0.08 -0.33
C 0.840 1.370 1.014 -1.06 0.72 -0.64
C -2.121 0.555 -3.535 0.60 0.19 -0.76
C -1.867 0.658 -4.898 0.38 0.37 1.26
C -0.852 1.659 -5.070 -0.12 -0.08 1.68
C -0.538 2.142 -3.794 -0.56 -0.65 -0.91
C -3.019 3.552 -1.046 0.97 0.41 0.49
C -3.094 4.899 -0.760 0.52 -0.99 -0.13
C -1.786 5.337 -0.384 0.36 -1.22 -0.08
C -0.944 4.237 -0.436 -0.96 0.30 -0.18
C 0.458 -2.703 1.807 0.24 0.86 0.60
C 1.089 -3.573 0.970 0.10 -0.93 0.09
C 1.896 -2.836 0.093 0.28 2.01 0.92
C 1.599 -1.462 0.290 0.77 -0.91 1.09
C 2.396 -0.091 3.621 0.05 0.04 0.62
C 2.731 -0.055 4.944 -0.18 0.01 -0.62
C 1.547 0.265 5.690 -0.40 -0.04 -0.39
C 0.510 0.398 4.805 0.34 0.04 0.71
H 1.009 2.450 -0.870 -0.09 -0.49 0.30
H 1.117 0.703 -1.061 -0.65 0.65 0.44
H 1.927 1.269 1.134 -0.18 -0.05 0.38
H 0.545 2.307 1.521 0.12 -0.29 -0.01
H -2.826 -0.058 -3.001 0.01 0.08 -0.10
H -2.350 0.094 -5.677 -0.10 -0.01 -0.02
H -0.392 1.942 -6.005 -0.09 0.19 0.14
H 0.153 2.910 -3.501 0.05 0.17 0.06
H -3.752 2.829 -1.357 -0.18 0.07 -0.07
H -3.983 5.497 -0.804 -0.11 0.10 -0.07
H -1.500 6.329 -0.101 0.08 0.21 0.05
H 0.105 4.131 -0.220 0.02 0.25 0.00
H -0.045 -2.901 2.739 -0.18 -0.11 -0.32
H 1.024 -4.661 1.009 0.10 0.47 0.19
H 2.734 -3.161 -0.499 -0.42 -0.17 -0.30
H 2.239 -0.614 0.113 0.05 -0.13 -0.40
H 2.983 -0.216 2.728 0.16 -0.24 0.05
H 3.718 -0.252 5.341 -0.14 0.14 -0.04
H 1.497 0.371 6.769 -0.11 0.04 -0.32
H -0.523 0.696 4.950 0.25 -0.23 -0.01
Cl -6.583 -0.709 6.593 -0.21 0.03 0.18
C -5.383 -0.819 5.392 0.14 0.01 -0.81
C -4.796 0.355 4.894 0.51 -0.09 -0.01
C -3.736 0.261 3.997 -0.54 -0.42 0.34
C -3.333 -1.014 3.581 0.89 0.61 -0.34
C -4.015 -2.178 3.950 -0.49 0.53 0.17
C -5.066 -2.074 4.851 0.47 0.01 0.07
C -2.174 -1.174 2.695 -1.38 -3.06 -1.65
O -1.330 -0.027 2.620 1.48 0.72 -1.17
O -1.970 -2.167 2.004 -0.04 2.62 1.95
H -5.130 1.324 5.245 -0.06 -0.13 0.01
H -3.264 1.138 3.565 -0.09 -0.04 0.32
H -3.741 -3.114 3.487 0.04 -0.13 0.19
H -5.597 -2.965 5.173 0.02 0.21 0.00
```
Forces are in eV/Å.

(2)
Entry from OMol25: C38H45MoN4O3Si as an isolated structure at a distorted geometry (wB97M-V/def2-TZVPD).

Summary:
energy above the lowest of the compared OMol25 structures with the same formula, charge and spin = 176.7 kJ/mol
LUMO level = -9.5 eV
orbital gap = 5.620 eV
total charge = +3

XYZ file:
```
92
Properties=species:S:1:pos:R:3:forces:R:3
Mo -1.117 -0.802 -1.162 0.97 -1.51 2.32
O -4.206 -4.894 -2.893 -0.58 0.09 -0.25
C -3.087 -5.448 -2.469 0.77 0.08 0.29
C -3.057 -6.837 -2.289 -0.09 0.06 -0.09
C -1.901 -7.469 -1.898 0.00 0.25 -0.04
C -0.734 -6.735 -1.632 0.14 0.06 0.03
C -0.756 -5.370 -1.720 -0.14 -0.02 0.02
C -1.929 -4.693 -2.134 -0.05 -0.17 0.14
C -1.954 -3.268 -2.142 -1.63 -0.08 -1.14
O -1.075 -2.581 -1.402 0.57 -2.51 -0.21
N -2.827 -2.533 -2.780 -0.26 -1.83 -0.40
N -2.606 -1.223 -2.611 -0.16 1.59 -0.16
C -3.250 -0.388 -3.387 0.16 -0.92 0.33
C -3.018 1.020 -3.404 0.71 1.01 0.44
C -3.778 1.887 -4.208 0.17 -0.36 0.18
C -3.494 3.237 -4.272 0.11 0.14 0.03
C -2.440 3.769 -3.535 -0.23 -0.27 -0.16
C -1.674 2.944 -2.732 0.26 -0.61 0.58
C -1.950 1.581 -2.648 -1.80 1.34 -1.95
O -1.262 0.749 -1.861 0.88 3.63 -1.00
H -4.094 -3.950 -3.101 0.08 -0.10 0.08
H -3.961 -7.390 -2.486 -0.09 -0.07 -0.08
H -1.879 -8.545 -1.801 -0.08 -0.04 0.00
H 0.173 -7.254 -1.363 0.05 0.00 0.04
H 0.129 -4.787 -1.504 0.03 -0.03 0.02
H -3.974 -0.798 -4.087 0.05 -0.15 0.07
H -4.597 1.486 -4.785 -0.09 -0.10 -0.09
H -4.078 3.885 -4.907 -0.10 0.00 -0.03
H -2.218 4.825 -3.586 0.03 0.02 -0.01
H -0.867 3.349 -2.146 0.06 0.06 0.03
C -3.753 1.006 1.819 0.03 -0.15 0.33
C -3.023 0.784 0.655 0.02 -0.11 -0.28
N -2.043 -0.124 0.573 -1.11 0.07 0.92
C -1.771 -0.852 1.696 -0.03 0.19 0.37
C -2.510 -0.741 2.896 0.32 -0.03 -0.75
C -3.530 0.227 2.939 0.12 0.03 -0.53
C -2.184 -1.619 3.974 0.21 -0.23 0.17
C -1.175 -2.522 3.875 -0.38 0.24 0.13
C -0.373 -2.607 2.698 -0.17 0.45 -0.63
C 0.691 -3.510 2.532 0.15 0.20 -0.33
C 1.443 -3.450 1.378 -0.17 0.00 0.19
C 1.134 -2.504 0.400 0.17 0.14 -0.11
N 0.105 -1.666 0.495 0.43 0.03 0.41
C -0.659 -1.738 1.617 0.36 -0.35 0.64
H -4.523 1.762 1.819 -0.05 0.05 -0.04
H -3.260 1.332 -0.251 0.05 -0.02 0.08
H -4.138 0.339 3.823 -0.04 0.05 0.13
H -2.770 -1.551 4.878 -0.03 -0.01 0.10
H -0.956 -3.179 4.704 0.02 -0.09 0.05
H 0.923 -4.232 3.301 -0.01 -0.06 0.10
H 2.258 -4.139 1.216 0.11 0.04 -0.03
H 1.739 -2.427 -0.495 -0.09 -0.05 -0.05
C 0.413 2.797 2.883 0.31 -0.15 -0.11
C 1.032 3.304 1.569 0.07 -0.39 -0.06
C 1.657 4.684 1.848 0.33 -0.26 -0.23
C -0.110 3.436 0.545 0.35 -0.16 -0.06
Si 2.442 2.146 0.863 0.23 0.17 0.07
C 3.472 0.985 2.041 -0.30 0.03 -0.27
C 4.531 1.854 2.744 -0.20 0.31 -0.32
C 2.580 0.336 3.113 -0.10 0.30 -0.17
C 4.178 -0.140 1.267 -0.13 0.28 -0.09
C 2.915 2.224 -1.032 -0.24 0.10 0.31
C 4.394 2.638 -1.130 -0.06 -0.04 0.45
C 2.088 3.245 -1.823 -0.03 -0.08 0.24
C 2.713 0.856 -1.711 -0.22 -0.11 0.45
H -0.367 3.495 3.188 -0.05 0.07 -0.04
H 1.142 2.768 3.688 0.01 -0.06 0.10
H -0.042 1.813 2.772 -0.03 -0.11 0.06
H 0.907 5.336 2.290 -0.16 0.05 0.03
H 2.023 5.164 0.944 0.07 0.12 -0.14
H 2.481 4.614 2.554 0.11 0.07 0.14
H -0.957 3.937 1.008 -0.10 0.02 0.16
H -0.444 2.451 0.192 -0.08 0.14 -0.05
H 0.194 4.045 -0.298 -0.05 -0.03 -0.14
H 4.087 2.653 3.334 -0.05 0.10 0.12
H 5.219 2.299 2.033 0.23 0.13 -0.12
H 5.121 1.235 3.417 0.00 -0.16 0.09
H 2.287 1.057 3.868 -0.14 -0.01 0.08
H 3.144 -0.443 3.620 0.16 -0.14 0.02
H 1.688 -0.120 2.685 -0.16 -0.12 0.03
H 4.803 0.229 0.460 0.05 -0.03 -0.12
H 3.461 -0.857 0.874 -0.06 -0.10 -0.14
H 4.833 -0.675 1.949 0.07 -0.06 0.19
H 4.537 3.668 -0.815 0.07 0.17 0.03
H 4.723 2.562 -2.164 -0.03 -0.02 -0.18
H 5.047 2.009 -0.535 0.18 -0.08 0.05
H 2.069 4.226 -1.355 -0.03 0.13 0.00
H 1.074 2.883 -1.967 -0.08 0.07 0.00
H 2.525 3.370 -2.811 0.14 -0.04 -0.11
H 3.378 0.097 -1.314 0.05 -0.16 0.05
H 2.942 0.962 -2.771 -0.04 0.05 -0.11
H 1.671 0.501 -1.621 0.26 0.06 -0.08
```
Forces are in eV/Å.

(3)
Entry from OMol25: a 4-piece molecular cluster, C33H49ClF14N2O10S overall at a distorted geometry (wB97M-V/def2-TZVPD).

Summary:
structure (SMILES) = CCOCCOC[C@]1(OCC)C(=O)N[C@](CC(=O)N(C)C)([C@H](Cl)CC)[C@]1(C(F)(F)C(F)(F)C(F)(F)F)S(=O)(=O)C(F)(F)C(F)(F)C(F)(F)F.CC(C)=O.CC(C)=O.CC(C)=O
LUMO level = 0.3 eV
orbital gap = 9.498 eV
total charge = 0

XYZ file:
```
110
Properties=species:S:1:pos:R:3:forces:R:3
C 6.780 -0.357 1.416 -0.09 0.06 0.08
C 5.740 -0.563 0.338 0.08 -0.04 0.30
O 5.793 0.508 -0.589 0.09 -0.16 -0.17
C 5.066 0.296 -1.789 0.26 0.21 0.32
C 3.910 1.290 -1.902 0.05 0.07 -0.38
O 2.619 0.717 -1.974 -0.01 -0.14 0.19
C 2.259 -0.010 -0.813 0.22 0.09 -0.34
C 0.710 -0.199 -0.796 0.86 0.35 -0.54
O 0.444 -1.438 -1.418 -0.52 0.35 0.22
C 0.740 -1.554 -2.813 0.15 -0.56 -0.78
C -0.516 -1.885 -3.623 0.36 0.22 0.27
C 0.031 0.959 -1.573 -0.63 0.25 0.56
O 0.149 1.284 -2.720 0.23 -0.10 0.02
N -0.868 1.571 -0.698 0.42 -0.41 -0.61
C -1.464 0.543 0.181 0.02 0.77 -0.08
C -2.367 -0.357 -0.678 -0.19 -0.95 -0.03
C -3.484 0.328 -1.449 -0.42 0.00 0.01
O -4.643 0.273 -1.121 0.49 0.11 -0.12
N -3.047 0.950 -2.677 -0.26 0.12 0.30
C -3.559 2.318 -2.785 -0.07 0.16 -0.17
C -3.557 0.162 -3.804 0.32 0.23 -0.25
C -2.306 1.292 1.263 -0.35 0.05 0.09
Cl -3.704 0.324 1.862 0.19 -0.19 0.18
C -2.903 2.626 0.807 -0.26 0.08 0.78
C -3.446 3.411 2.010 0.07 0.39 -0.46
C -0.069 -0.151 0.609 -0.15 -0.42 -0.65
C -0.085 -1.620 1.190 0.04 -0.09 0.12
F -0.954 -2.363 0.470 -0.18 0.09 0.01
F 1.136 -2.168 1.030 0.10 0.05 -0.06
C -0.467 -1.925 2.678 0.01 -0.49 0.03
F -1.452 -1.150 3.118 -0.35 0.29 -0.02
F 0.588 -1.797 3.495 0.12 0.16 -0.15
C -0.965 -3.400 2.851 0.03 0.04 0.63
F -0.917 -3.678 4.161 -0.03 -0.01 -0.03
F -0.196 -4.282 2.225 0.02 -0.02 -0.19
F -2.228 -3.540 2.466 0.04 0.04 -0.23
S 0.897 0.812 1.882 0.23 -0.45 1.33
O 2.133 0.120 2.093 -0.02 0.18 -0.63
O 0.099 1.024 3.057 -0.22 0.20 -0.43
C 1.247 2.579 1.350 -0.32 0.36 0.07
F 1.734 2.680 0.118 0.17 -0.22 -0.04
F 0.086 3.258 1.398 -0.06 -0.08 -0.07
C 2.221 3.297 2.366 0.13 0.23 -0.28
F 3.025 4.085 1.627 0.03 0.01 0.02
F 2.990 2.439 3.036 -0.09 -0.11 0.10
C 1.514 4.243 3.390 0.44 -0.06 0.21
F 2.431 4.587 4.297 0.05 0.04 0.04
F 0.510 3.658 4.018 -0.17 -0.07 -0.01
F 1.098 5.351 2.791 -0.22 0.02 -0.13
H 7.758 -0.735 1.128 0.08 0.02 -0.08
H 6.878 0.701 1.653 -0.06 0.10 -0.01
H 6.447 -0.878 2.307 0.17 -0.08 0.10
H 5.924 -1.516 -0.165 -0.08 -0.05 -0.12
H 4.754 -0.617 0.813 -0.16 0.02 -0.10
H 4.707 -0.732 -1.851 -0.11 -0.08 -0.04
H 5.767 0.447 -2.609 0.01 0.01 -0.13
H 3.982 2.002 -1.076 -0.02 -0.06 0.20
H 4.016 1.860 -2.822 -0.13 0.03 -0.09
H 2.697 0.475 0.045 -0.10 0.12 0.25
H 2.687 -1.013 -0.860 -0.07 -0.16 0.19
H 1.448 -2.377 -2.922 0.06 -0.11 0.27
H 1.223 -0.679 -3.228 0.02 0.21 0.27
H -1.263 -2.314 -2.958 -0.14 -0.11 -0.07
H -0.904 -0.990 -4.102 -0.20 0.02 0.05
H -0.274 -2.621 -4.385 -0.05 -0.03 -0.12
H -1.510 2.092 -1.285 -0.20 0.11 0.28
H -2.826 -1.148 -0.098 -0.10 0.12 0.29
H -1.769 -0.867 -1.428 0.21 0.14 -0.09
H -3.174 2.950 -1.984 0.02 -0.01 0.07
H -4.652 2.364 -2.748 -0.07 -0.07 0.05
H -3.223 2.748 -3.723 0.01 -0.12 0.09
H -4.629 0.313 -3.953 -0.14 -0.16 0.14
H -3.048 0.502 -4.705 0.06 -0.01 -0.06
H -3.336 -0.894 -3.669 -0.06 -0.09 0.05
H -1.741 1.497 2.157 0.29 -0.13 0.03
H -2.136 3.249 0.361 0.05 -0.08 -0.30
H -3.745 2.453 0.140 0.20 0.05 -0.36
H -4.441 3.087 2.295 0.04 -0.21 0.24
H -2.758 3.382 2.853 -0.05 -0.15 0.16
H -3.530 4.458 1.719 -0.07 0.07 0.01
C -4.531 -5.587 2.448 -0.28 0.02 -0.01
C -5.453 -6.534 1.716 0.05 -0.03 0.03
C -4.833 -7.813 1.202 -0.16 -0.01 -0.05
O -6.622 -6.286 1.548 -0.02 0.01 0.00
H -5.090 -4.710 2.766 0.01 0.01 0.00
H -4.106 -6.081 3.323 0.10 -0.01 -0.05
H -3.720 -5.279 1.791 0.08 -0.08 0.02
H -4.417 -8.388 2.030 0.09 0.03 -0.01
H -4.027 -7.585 0.502 0.07 -0.01 0.06
H -5.591 -8.407 0.696 -0.01 0.00 0.00
C -0.837 4.507 -6.672 0.00 -0.14 0.11
C -2.227 4.711 -6.126 0.05 0.01 -0.02
C -3.017 5.870 -6.681 -0.11 -0.06 0.11
O -2.687 3.979 -5.280 0.01 0.13 -0.19
H -0.379 3.646 -6.190 0.00 0.00 0.01
H -0.879 4.340 -7.749 0.02 0.09 -0.02
H -0.228 5.392 -6.484 -0.01 0.04 -0.09
H -3.141 5.755 -7.759 0.07 0.06 -0.02
H -2.489 6.806 -6.494 0.04 0.01 -0.09
H -3.995 5.907 -6.208 0.00 0.00 0.00
C 3.409 -2.429 4.801 0.08 -0.01 -0.16
C 4.909 -2.546 4.680 -0.12 0.02 0.05
C 5.680 -2.797 5.953 0.13 0.00 -0.12
O 5.465 -2.441 3.612 0.04 -0.07 -0.01
H 2.977 -2.252 3.820 0.02 0.02 -0.02
H 2.995 -3.348 5.220 -0.02 0.05 0.10
H 3.152 -1.599 5.461 -0.03 -0.06 0.07
H 5.352 -3.731 6.412 -0.06 0.04 0.06
H 5.506 -1.985 6.661 -0.07 -0.05 0.05
H 6.743 -2.859 5.730 0.00 0.00 0.00
```
Forces are in eV/Å.

(4)
Entry from OMol25: one molecule with the formula C3H5N3O at a distorted geometry (wB97M-V/def2-TZVPD).

Summary:
energy above the lowest of the compared OMol25 structures with the same formula, charge and spin = 435.5 kJ/mol
structure (SMILES) = Cn1[nH]cnc1=O
LUMO level = 0.5 eV
orbital gap = 10.078 eV
total charge = 0

XYZ file:
```
12
Properties=species:S:1:pos:R:3:forces:R:3
C 1.228 -0.661 0.987 -1.26 2.79 1.42
N 0.210 -0.292 -0.058 -0.94 -0.49 2.05
N 0.257 0.730 -1.048 0.48 -4.24 -4.10
C -1.157 1.011 -1.349 0.47 -2.56 4.05
N -1.953 0.551 -0.379 2.32 -0.49 -2.13
C -0.996 -0.309 0.530 -2.04 4.66 2.36
O -1.129 -0.438 1.764 -1.52 -0.85 -3.08
H 1.766 -1.290 0.411 2.92 -2.19 -0.50
H 1.674 0.228 1.417 0.99 0.56 -1.03
H 0.852 -0.957 2.025 -0.42 -0.78 -2.35
H 0.522 -0.019 -1.943 -0.35 3.41 2.31
H -1.275 1.444 -2.357 -0.65 0.18 1.01
```
Forces are in eV/Å.